[1]
C5H7NO2 | wB97M-V/def2-TZVPD

Computed properties:
E_HOMO = -9.4440 eV
LUMO = 0.22 eV
SMILES = [H]/N=C(\C=C/C)C(=O)O
total energy = -399.91827 Ha
energy relative to the best compared isomer or geometry (same formula, charge and spin) = 1.287 eV

The geometry in XYZ format:
```
15
Properties=species:S:1:pos:R:3:forces:R:3:lowdin_charge:R:1
C -1.7602 -0.3571 0.4230 0.463 0.284 0.758 -0.083
C 1.0699 -0.2821 0.8728 1.625 0.262 -0.760 -0.505
C 1.1504 0.1975 -0.6399 -0.327 -1.423 1.361 -0.305
C -0.0628 0.8119 -1.1028 -0.819 1.090 0.678 -0.063
C -1.2092 0.7689 -0.3862 -0.275 -0.114 -1.897 -0.111
O 1.2502 -1.6012 0.9962 -0.081 -0.413 -0.122 0.108
N 2.2822 0.0718 -1.1811 0.600 0.429 0.456 0.172
O 1.0845 0.4795 1.8025 -0.463 -0.111 -0.331 0.119
H 1.4572 -1.8232 1.9201 -0.182 0.257 -0.097 0.137
H 2.4077 0.6136 -2.0364 -0.454 -0.343 -0.223 0.066
H 0.0375 1.4948 -1.9402 -0.035 0.278 0.188 0.109
H -1.9577 1.5152 -0.6393 0.005 -0.023 -0.169 0.104
H -1.1999 -1.2785 0.2849 -0.043 -0.028 0.066 0.077
H -2.8014 -0.5276 0.1471 0.084 0.033 -0.083 0.084
H -1.7484 -0.0834 1.4792 -0.096 -0.180 0.175 0.089
```
Forces are in eV/Å.

***

[2]
C43H55F5P2PdSeSi | wB97M-V/def2-TZVPD

Computed properties:
E_HOMO = -6.6308 eV
LUMO = -0.20 eV
total energy = -5672.43238 Ha
energy relative to the best compared isomer or geometry (same formula, charge and spin) = 0.000 eV

The geometry in XYZ format:
```
108
Properties=species:S:1:pos:R:3:forces:R:3:lowdin_charge:R:1
Pd -0.8214 -0.2630 -0.1838 -0.337 -0.088 -0.243 0.171
C 2.5847 -0.4815 -0.1679 0.020 -0.089 0.052 -0.169
Si 1.1444 0.1311 -1.1879 0.399 -0.120 -0.220 0.499
C 1.4738 1.9784 -1.2742 -0.523 0.009 0.007 -0.277
C 2.7237 2.5277 -1.5483 0.081 0.027 -0.046 -0.090
C 2.9654 3.8771 -1.3417 0.053 -0.035 -0.024 -0.074
C 1.9614 4.6878 -0.8328 -0.056 0.000 0.021 -0.069
C 0.7032 4.1624 -0.5788 0.049 -0.037 0.028 -0.079
C 0.4457 2.8124 -0.8143 -0.082 0.181 -0.025 -0.357
P -1.2115 2.0299 -0.6624 0.395 -0.053 0.198 1.018
C -1.9332 2.3233 -2.3561 -0.049 0.011 0.107 -0.394
C -3.4735 2.1670 -2.3964 0.058 -0.055 -0.145 -0.188
C -4.0720 2.8506 -3.6358 0.023 0.011 -0.022 -0.190
C -3.1244 2.7247 -4.8226 0.005 0.006 0.029 -0.197
C -1.8332 3.5182 -4.5528 -0.018 -0.024 0.007 -0.181
C -1.5292 3.6286 -3.0498 -0.060 -0.016 -0.027 -0.195
C -2.1740 2.9706 0.5995 -0.012 0.004 -0.137 -0.429
C -2.6941 4.3680 0.2297 0.017 -0.010 0.023 -0.207
C -3.1241 5.1080 1.5073 0.012 -0.013 -0.004 -0.181
C -3.7396 4.1474 2.5381 -0.048 0.019 -0.045 -0.194
C -4.4048 2.9718 1.8297 0.015 0.007 0.000 -0.190
C -3.3403 2.1041 1.1420 0.006 0.086 -0.015 -0.231
C 1.0928 -0.7897 -2.8374 -0.143 0.023 0.257 -0.275
C 1.7535 -0.4037 -4.0000 0.080 -0.002 -0.065 -0.080
C 1.6459 -1.1565 -5.1616 -0.018 0.000 0.067 -0.073
C 0.8630 -2.3048 -5.1692 0.004 0.023 0.041 -0.070
C 0.1974 -2.6992 -4.0174 0.028 0.043 -0.029 -0.102
C 0.3123 -1.9528 -2.8444 -0.081 -0.160 -0.186 -0.366
P -0.6593 -2.3089 -1.3241 0.046 0.042 0.066 1.018
C -2.3416 -2.6753 -1.9898 0.160 0.049 0.047 -0.434
C -2.8899 -1.4383 -2.6978 -0.053 -0.053 -0.066 -0.237
C -4.2032 -1.7530 -3.4242 -0.008 -0.002 0.023 -0.180
C -5.0345 -2.7914 -2.6524 -0.002 0.038 0.027 -0.196
C -4.7564 -2.6725 -1.1570 0.005 -0.008 -0.034 -0.193
C -3.3059 -3.0765 -0.8487 -0.038 -0.018 0.001 -0.204
C -0.1787 -3.9417 -0.5761 0.125 0.117 0.048 -0.384
C 0.7063 -3.7941 0.6960 0.023 -0.005 -0.118 -0.191
C 1.9266 -4.7143 0.6591 0.020 0.033 -0.012 -0.199
C 2.7067 -4.5142 -0.6376 -0.006 -0.028 0.062 -0.184
C 1.8630 -4.8565 -1.8789 -0.039 -0.004 -0.005 -0.179
C 0.3712 -4.9899 -1.5580 -0.024 0.000 0.025 -0.198
H 3.5219 -0.1903 -0.6547 -0.050 0.054 -0.020 0.038
H 2.6113 -1.5621 -0.0442 -0.081 0.015 0.066 -0.002
H 2.5356 -0.0103 0.8157 0.027 -0.069 0.015 0.033
H 3.5314 1.8920 -1.8975 -0.017 0.031 0.019 0.101
H 3.9440 4.2908 -1.5493 0.002 0.000 0.003 0.105
H 2.1572 5.7336 -0.6339 -0.002 0.004 -0.004 0.106
H -0.0670 4.8124 -0.1899 0.026 -0.003 0.009 0.091
H -1.4938 1.5047 -2.9407 0.032 -0.016 0.032 0.101
H -3.9356 2.5836 -1.5057 -0.012 0.013 0.070 0.080
H -3.7325 1.1068 -2.4176 0.026 0.043 0.048 0.082
H -4.2463 3.9115 -3.4317 -0.020 -0.010 0.005 0.113
H -5.0471 2.4141 -3.8586 -0.005 -0.003 -0.003 0.110
H -3.6004 3.0704 -5.7410 0.009 -0.003 -0.010 0.107
H -2.8888 1.6664 -4.9743 -0.010 -0.007 -0.008 0.107
H -1.9144 4.5227 -4.9740 -0.003 0.000 -0.005 0.109
H -0.9933 3.0331 -5.0563 0.009 0.015 0.001 0.109
H -2.0894 4.4591 -2.6134 0.016 0.019 0.022 0.108
H -0.4728 3.8500 -2.9051 -0.022 -0.005 -0.023 0.099
H -1.4427 3.0730 1.4111 0.024 -0.017 -0.021 0.106
H -3.5528 4.2736 -0.4379 0.002 -0.020 -0.009 0.100
H -1.9611 4.9595 -0.3161 -0.030 0.013 -0.008 0.081
H -3.8471 5.8819 1.2380 0.010 0.011 0.012 0.109
H -2.2641 5.6194 1.9472 0.007 -0.003 -0.016 0.109
H -4.4524 4.6809 3.1685 0.007 -0.007 0.007 0.108
H -2.9652 3.7582 3.2023 0.025 -0.020 0.038 0.110
H -5.1265 3.3527 1.0981 0.000 -0.010 0.018 0.110
H -4.9689 2.3634 2.5378 0.001 -0.021 -0.016 0.112
H -3.8016 1.5183 0.3417 0.002 -0.029 -0.022 0.089
H -2.9206 1.3917 1.8496 0.007 -0.034 0.029 0.034
H 2.3479 0.5041 -4.0002 0.000 -0.010 -0.035 0.100
H 2.1592 -0.8434 -6.0619 -0.007 -0.001 -0.003 0.105
H 0.7609 -2.8860 -6.0769 -0.003 -0.001 0.004 0.106
H -0.4314 -3.5797 -4.0504 0.009 -0.014 -0.014 0.097
H -2.2475 -3.5060 -2.6984 -0.020 0.031 -0.038 0.114
H -2.1617 -0.9961 -3.3842 -0.017 -0.058 0.022 0.106
H -3.0599 -0.6968 -1.9147 -0.001 0.082 -0.003 0.071
H -3.9940 -2.1114 -4.4347 -0.002 -0.009 -0.003 0.110
H -4.7779 -0.8286 -3.5343 0.009 -0.001 -0.020 0.102
H -4.7774 -3.8028 -2.9820 0.004 0.000 -0.001 0.112
H -6.0967 -2.6584 -2.8617 0.000 -0.010 -0.015 0.108
H -5.4385 -3.2969 -0.5785 -0.004 0.007 0.003 0.111
H -4.9372 -1.6410 -0.8406 0.002 -0.004 0.014 0.113
H -3.2659 -4.1576 -0.6980 0.024 0.007 -0.005 0.109
H -2.9897 -2.6160 0.0941 0.000 -0.002 0.002 0.103
H -1.1545 -4.3039 -0.2477 -0.022 0.004 -0.001 0.089
H 0.1009 -4.0045 1.5783 -0.005 0.014 0.011 0.114
H 1.0383 -2.7594 0.8242 -0.031 -0.044 -0.043 0.067
H 1.6207 -5.7607 0.7537 0.001 0.001 0.011 0.112
H 2.5637 -4.4986 1.5186 -0.006 -0.002 0.007 0.114
H 3.6208 -5.1100 -0.6324 0.004 0.014 0.025 0.107
H 3.0236 -3.4711 -0.6861 0.030 0.027 -0.018 0.088
H 2.1976 -5.8045 -2.3058 -0.009 0.008 -0.024 0.109
H 2.0160 -4.1024 -2.6510 0.014 0.000 0.002 0.090
H 0.1991 -5.9714 -1.1077 -0.008 0.015 0.016 0.116
H -0.2101 -4.9901 -2.4820 -0.029 -0.039 -0.005 0.089
F -0.0325 -0.0818 8.3724 0.003 0.000 -0.018 0.114
C -0.1387 -0.0638 7.0394 -0.010 0.007 0.073 -0.148
C 0.8462 -0.6289 6.2522 0.097 -0.054 0.020 -0.151
F 1.9098 -1.1979 6.8334 -0.011 0.006 -0.005 0.110
C 0.7268 -0.6078 4.8757 -0.122 0.069 -0.153 -0.266
F 1.7053 -1.1719 4.1578 0.046 -0.030 0.055 0.066
C -0.3606 -0.0236 4.2309 -0.080 -0.248 0.196 -0.532
Se -0.4873 0.0752 2.3497 0.157 0.379 0.131 0.651
C -1.3341 0.5314 5.0574 0.024 -0.030 -0.190 -0.261
F -2.4191 1.1103 4.5189 0.003 0.013 0.074 0.060
C -1.2361 0.5193 6.4348 -0.056 0.032 0.041 -0.151
F -2.1949 1.0687 7.1912 0.011 -0.008 -0.011 0.110
```
Forces are in eV/Å.